[1]
The following is a DFT calculation (wB97M-V/def2-TZVPD) of CHBr2P as an isolated structure in a non-equilibrium geometry.

Orbital gap (spin up / spin down), eV: 6.70 / 8.34
HOMO (spin up / spin down), eV: -8.376 / -9.354

Each line ends with the natural charge from an NBO analysis.
Geometry (Å):
Br: -1.076 -2.670 -2.947  0.0952
Br: 1.141 -0.364 -2.810  0.1512
P: -0.940 -0.808 0.135  0.3870
C: -0.419 -1.054 -2.112  -0.5459
H: 0.230 -0.312 0.621  -0.0875

=====

[2]
The following is a DFT calculation (wB97M-V/def2-TZVPD) of C24H46N4O2PSV as an isolated structure in a non-equilibrium geometry.

Orbital gap (spin up / spin down), eV: 3.49 / 5.28
Net charge: -1
Expectation value of S²: 1.217
2S+1: 2
HOMO (spin up / spin down), eV: -1.063 / -2.850

Each line ends with the Mulliken spin population.
Geometry (Å):
V: 0.080 -0.085 -0.040  0.0571
S: -2.065 -1.213 -0.417  0.0238
P: -1.228 2.324 -1.173  0.0087
O: 0.570 -0.449 -1.554  -0.0057
O: 0.908 -1.808 0.791  0.1337
N: -0.823 -3.458 0.636  -0.0445
N: 1.990 0.947 0.332  0.0065
N: -0.513 0.467 2.046  -0.0066
N: -2.943 -3.718 -0.118  0.0407
C: 2.972 -5.850 2.912  0.2454
C: -1.845 -2.877 0.090  0.1100
C: 0.418 -2.994 0.980  0.3000
C: 0.842 -5.294 1.900  0.1591
C: 2.584 -3.630 2.028  0.1947
C: 2.429 1.699 -0.850  -0.0133
C: -1.041 -0.682 2.796  0.0038
C: -1.174 2.658 -4.047  -0.0005
C: -2.529 3.605 -1.451  -0.0061
C: -3.031 4.229 -0.151  0.0005
C: 0.123 3.446 -0.590  0.0129
C: 1.669 1.696 1.584  -0.0077
C: 1.263 -3.963 1.625  -0.1047
C: -0.821 1.743 -2.874  -0.0026
C: 0.787 0.906 2.578  0.0147
C: -2.861 -5.108 0.279  0.0008
C: 0.673 4.536 -1.496  0.0018
C: -1.540 1.512 2.041  0.0034
C: -5.188 -2.751 0.323  0.0101
C: 3.406 -4.549 2.651  -0.1284
C: -4.187 -3.277 -0.703  -0.0038
C: 3.078 -0.010 0.554  -0.0155
C: 1.672 -6.200 2.522  -0.1171
C: -2.165 -5.986 -0.755  0.0028
H: 4.410 -4.251 2.939  -0.0089
H: 1.416 5.141 -0.967  -0.0008
H: -2.687 -5.942 -1.714  -0.0003
H: 4.015 0.513 0.806  -0.0020
H: 1.359 0.025 2.877  0.0019
H: -0.156 -5.586 1.605  0.0696
H: 2.618 1.982 2.063  0.0009
H: 0.849 2.747 -0.275  -0.0236
H: -3.880 -5.472 0.448  -0.0006
H: -2.439 1.145 1.547  0.0032
H: -2.164 4.382 -2.126  -0.0009
H: 1.148 2.623 1.364  -0.0066
H: 1.758 2.355 -1.362  0.0081
H: 0.237 1.484 -2.884  -0.0042
H: 3.342 2.256 -0.583  0.0006
H: -0.323 -1.498 2.774  0.0021
H: -6.116 -2.438 -0.162  -0.0027
H: -3.421 3.469 0.529  -0.0007
H: -3.368 3.120 -1.958  0.0003
H: -4.631 -4.129 -1.230  -0.0024
H: -5.432 -3.522 1.058  -0.0017
H: -2.251 2.812 -4.137  -0.0003
H: -2.338 -5.183 1.233  0.0030
H: 1.309 -7.205 2.711  -0.0088
H: 2.947 -2.631 1.832  0.0645
H: -4.762 -1.894 0.846  0.0027
H: 2.663 0.911 -1.563  0.0010
H: -1.142 -5.641 -0.899  -0.0014
H: -1.961 -1.017 2.319  0.0066
H: 3.216 -0.609 -0.344  0.0007
H: 3.620 -6.568 3.398  0.0274
H: -1.195 2.387 1.494  -0.0008
H: 0.607 1.501 3.487  -0.0009
H: -0.235 3.937 0.323  -0.0140
H: -2.241 4.772 0.370  0.0000
H: -1.779 1.812 3.074  -0.0030
H: -1.239 -0.390 3.839  -0.0010
H: -2.140 -7.029 -0.427  0.0010
H: 1.168 4.125 -2.380  0.0005
H: -0.113 5.210 -1.838  0.0005
H: -1.338 0.787 -2.967  0.0015
H: 2.813 -0.696 1.353  0.0136
H: -3.997 -2.518 -1.460  0.0021
H: -0.835 2.209 -4.983  -0.0001
H: -3.836 4.941 -0.351  -0.0001
H: -0.706 3.642 -3.966  0.0002